{
  "formula": "C25H34N4O4S",
  "method": "ωB97M-V with the def2-TZVPD basis set",
  "symbols": ["O", "C", "C", "C", "C", "C", "C", "N", "C", "S", "N", "C", "C", "C", "C", "C", "C", "C", "O", "O", "C", "O", "N", "C", "C", "N", "C", "C", "C", "C", "C", "C", "C", "C", "H", "H", "H", "H", "H", "H", "H", "H", "H", "H", "H", "H", "H", "H", "H", "H", "H", "H", "H", "H", "H", "H", "H", "H", "H", "H", "H", "H", "H", "H", "H", "H", "H", "H"],
  "coordinates": [[-2.29153, -3.87413, -0.18495], [-2.04859, -2.74815, -0.57304], [-3.00253, -1.58619, -0.34234], [-4.28684, -2.06069, 0.33191], [-5.23037, -0.90625, 0.66245], [-4.73005, -0.02362, 1.81843], [-4.57520, 1.45619, 1.46281], [-3.41444, 1.73269, 0.62168], [-3.57923, 2.01472, -0.70278], [-5.02437, 2.02564, -1.49468], [-2.46124, 2.31876, -1.42325], [-1.20696, 2.46744, -0.89116], [-0.14000, 2.90512, -1.68871], [1.07030, 3.06130, -1.06503], [1.24991, 2.77862, 0.30131], [0.21994, 2.33525, 1.08254], [-1.03395, 2.18509, 0.46719], [-2.18220, 1.77016, 1.27842], [-2.10582, 1.49585, 2.45599], [2.55329, 3.01932, 0.63551], [3.16888, 3.52983, -0.52652], [2.24329, 3.48692, -1.59608], [-0.91153, -2.46823, -1.26239], [-0.41427, -1.16095, -1.61074], [0.71762, -0.77316, -0.65391], [1.77744, -1.75438, -0.76363], [3.04361, -1.38805, -0.14069], [2.95258, -0.92006, 1.31901], [4.35200, -0.68410, 1.87855], [5.08275, 0.36712, 1.04915], [5.15924, -0.06795, -0.41214], [3.76304, -0.32313, -0.97350], [1.27897, -3.06494, -0.38564], [0.13965, -3.46329, -1.32616], [-3.24541, -1.11307, -1.29702], [-2.49591, -0.85284, 0.29092], [-4.78850, -2.76073, -0.33775], [-4.03254, -2.60934, 1.23995], [-5.37710, -0.30275, -0.23368], [-6.20286, -1.32387, 0.92580], [-3.77484, -0.39133, 2.19424], [-5.43516, -0.07119, 2.64896], [-5.46048, 1.82005, 0.94024], [-4.43184, 2.02673, 2.38443], [-2.62108, 2.53941, -2.39796], [-0.27025, 3.12403, -2.73469], [0.32919, 2.11598, 2.13106], [3.48003, 4.57313, -0.35401], [4.05051, 2.92406, -0.77969], [-1.20543, -0.41466, -1.58304], [-0.01187, -1.21153, -2.62859], [1.10011, 0.20831, -0.93328], [0.30462, -0.71181, 0.36932], [3.65954, -2.29534, -0.16880], [2.43386, -1.67125, 1.91838], [2.38539, 0.01157, 1.37309], [4.28349, -0.35459, 2.91717], [4.91481, -1.62049, 1.86021], [6.08946, 0.51990, 1.44353], [4.54514, 1.31514, 1.12565], [5.66427, 0.69798, -1.00625], [5.74941, -0.98429, -0.48471], [3.19264, 0.60611, -0.95519], [3.82246, -0.65922, -2.00983], [2.08999, -3.79011, -0.47289], [0.89952, -3.08439, 0.65059], [-0.28543, -4.42284, -1.03043], [0.51086, -3.51949, -2.35338]],
  "nbo_charge": [-0.63, 0.70, -0.50, -0.38, -0.42, -0.41, -0.22, -0.45, 0.29, -0.21, -0.59, 0.28, -0.32, 0.30, 0.21, -0.19, -0.23, 0.68, -0.59, -0.48, 0.23, -0.46, -0.45, -0.21, -0.24, -0.46, -0.03, -0.42, -0.39, -0.40, -0.40, -0.39, -0.22, -0.23, 0.22, 0.21, 0.21, 0.21, 0.22, 0.21, 0.22, 0.22, 0.24, 0.23, 0.43, 0.23, 0.26, 0.16, 0.17, 0.21, 0.20, 0.21, 0.17, 0.19, 0.21, 0.20, 0.21, 0.19, 0.21, 0.20, 0.20, 0.20, 0.18, 0.22, 0.20, 0.17, 0.25, 0.19],
  "lumo_ev": 0.05,
  "multiplicity": 1,
  "homo_ev": -8.3,
  "gap_ev": 8.35,
  "smiles": "O=C(CCCCCn1c(=S)[nH]c2cc3c(cc2c1=O)OCO3)N1CCN(C2CCCCC2)CC1"
}

***

{
  "formula": "C25H34N4O6",
  "method": "ωB97M-V with the def2-TZVPD basis set",
  "symbols": ["C", "C", "O", "C", "C", "C", "C", "C", "C", "O", "N", "C", "C", "O", "C", "N", "C", "C", "O", "C", "C", "O", "C", "C", "C", "O", "N", "C", "C", "C", "C", "C", "N", "C", "C", "H", "H", "H", "H", "H", "H", "H", "H", "H", "H", "H", "H", "H", "H", "H", "H", "H", "H", "H", "H", "H", "H", "H", "H", "H", "H", "H", "H", "H", "H", "H", "H", "H", "H"],
  "coordinates": [[5.38260, 2.43821, -1.53962], [5.03032, 3.43516, -0.43844], [4.45676, 2.81484, 0.69425], [3.15784, 2.40925, 0.66332], [2.71663, 1.72869, 1.80034], [1.42081, 1.27586, 1.88451], [0.51642, 1.48738, 0.84585], [-0.88403, 0.95515, 1.00395], [-2.00891, 1.83106, 0.41617], [-1.86927, 2.65639, -0.46484], [-3.18331, 1.58940, 1.02707], [-4.41153, 2.22165, 0.61625], [-5.25057, 1.32338, -0.30943], [-4.61415, 0.96761, -1.50975], [-4.38249, 2.03928, -2.40267], [-1.01219, -0.42914, 0.50733], [-0.49529, -0.71441, -0.81548], [-1.57179, -0.64848, -1.90255], [-2.25486, -1.88202, -1.95052], [-3.35939, -1.86494, -2.82177], [-1.78230, -1.26522, 1.24595], [-2.37303, -0.85685, 2.24179], [-1.85601, -2.73782, 0.89804], [-1.22284, -3.58222, 2.01712], [0.26905, -3.81466, 1.85074], [0.76787, -4.91166, 1.95899], [0.97641, -2.67935, 1.57404], [2.31467, -2.55718, 1.21830], [3.25828, -3.57159, 1.37865], [4.55613, -3.30822, 0.98343], [4.87045, -2.06481, 0.45112], [3.85436, -1.13235, 0.33330], [2.60816, -1.36688, 0.70346], [0.95653, 2.16915, -0.27938], [2.25967, 2.62899, -0.37402], [4.49083, 1.94415, -1.91820], [6.05668, 1.68030, -1.14771], [5.87307, 2.95602, -2.35932], [4.37452, 4.22588, -0.82264], [5.94315, 3.90204, -0.05757], [3.41728, 1.56643, 2.60374], [1.10267, 0.75146, 2.77407], [-1.08685, 0.88428, 2.08082], [-3.23725, 0.81494, 1.68126], [-5.00645, 2.46048, 1.50129], [-4.14445, 3.14738, 0.10133], [-6.20370, 1.83310, -0.51967], [-5.45638, 0.37338, 0.19191], [-5.28322, 2.65178, -2.51893], [-4.12829, 1.58663, -3.36003], [-3.54988, 2.66604, -2.06924], [-0.02674, -1.69963, -0.84577], [0.27859, 0.02439, -1.02362], [-2.27817, 0.16450, -1.69264], [-1.09563, -0.44953, -2.87556], [-4.08422, -1.10324, -2.51717], [-3.04313, -1.66802, -3.85376], [-3.81212, -2.85267, -2.76475], [-1.42660, -2.97734, -0.06888], [-2.92031, -2.97777, 0.85479], [-1.40160, -3.09368, 2.97910], [-1.68899, -4.56768, 2.05190], [0.47767, -1.80221, 1.49066], [2.96894, -4.52224, 1.79208], [5.31778, -4.06636, 1.09274], [5.87498, -1.82895, 0.13768], [4.03394, -0.14667, -0.07283], [0.27086, 2.37833, -1.08471], [2.55202, 3.16085, -1.26586]],
  "nbo_charge": [-0.64, -0.06, -0.51, 0.39, -0.28, -0.15, -0.10, -0.16, 0.69, -0.65, -0.63, -0.26, -0.06, -0.55, -0.27, -0.44, -0.26, -0.08, -0.56, -0.26, 0.71, -0.68, -0.50, -0.49, 0.69, -0.60, -0.63, 0.36, -0.28, -0.15, -0.29, 0.06, -0.47, -0.12, -0.36, 0.21, 0.21, 0.22, 0.17, 0.19, 0.23, 0.21, 0.26, 0.43, 0.21, 0.23, 0.17, 0.19, 0.17, 0.19, 0.20, 0.22, 0.25, 0.19, 0.17, 0.19, 0.16, 0.19, 0.24, 0.25, 0.25, 0.24, 0.42, 0.26, 0.22, 0.22, 0.19, 0.23, 0.22],
  "lumo_ev": 0.73,
  "multiplicity": 1,
  "homo_ev": -8.5,
  "gap_ev": 9.20,
  "smiles": "CCOc1ccc([C@@H](C(=O)NCCOC)N(CCOC)C(=O)CCC(=O)Nc2ccccn2)cc1"
}

***

{
  "formula": "C25H34N6O5",
  "method": "ωB97M-V with the def2-TZVPD basis set",
  "symbols": ["C", "C", "O", "C", "C", "C", "N", "C", "O", "C", "N", "N", "N", "C", "C", "C", "C", "C", "C", "O", "N", "C", "C", "O", "N", "C", "C", "C", "C", "C", "C", "C", "C", "C", "C", "O", "H", "H", "H", "H", "H", "H", "H", "H", "H", "H", "H", "H", "H", "H", "H", "H", "H", "H", "H", "H", "H", "H", "H", "H", "H", "H", "H", "H", "H", "H", "H", "H", "H", "H"],
  "coordinates": [[-4.53482, -5.19577, 1.01718], [-3.25857, -4.36354, 1.10846], [-2.92707, -3.68715, -0.08749], [-3.72923, -2.55929, -0.37215], [-3.33253, -1.99095, -1.73150], [-1.89221, -1.46629, -1.77769], [-1.66600, -0.39395, -0.82697], [-1.04079, -0.51049, 0.35407], [-0.85637, 0.43149, 1.10799], [-0.46103, -1.88510, 0.73505], [0.82546, -1.99449, 0.11844], [1.02020, -2.44181, -1.09882], [2.27113, -2.31695, -1.35935], [2.83995, -1.77089, -0.25969], [4.23251, -1.46308, -0.16678], [5.22384, -1.60163, -1.10498], [6.40234, -1.12853, -0.49301], [6.05318, -0.73603, 0.77038], [6.85682, -0.16003, 1.87953], [4.73844, -0.93746, 0.97159], [1.92766, -1.56170, 0.68725], [-2.14685, 0.92764, -1.26156], [-0.98335, 1.71241, -1.91783], [-0.99977, 1.96927, -3.10438], [0.00225, 2.01485, -1.07163], [1.22088, 2.68759, -1.46433], [2.42363, 1.74805, -1.30288], [2.79929, 1.90593, 0.16635], [2.66769, 3.41208, 0.39570], [1.50898, 3.86212, -0.51061], [-2.81183, 1.69577, -0.16268], [-3.96673, 1.43229, 0.51383], [-4.13667, 2.49576, 1.43357], [-3.07953, 3.33510, 1.24669], [-2.69622, 4.61080, 1.90602], [-2.27690, 2.85381, 0.27486], [-5.41610, -4.56496, 0.93199], [-4.48616, -5.85011, 0.15056], [-4.63308, -5.80238, 1.91284], [-2.40692, -5.02331, 1.29639], [-3.33645, -3.64235, 1.93631], [-4.79002, -2.83937, -0.40187], [-3.59730, -1.80111, 0.41739], [-4.03360, -1.19310, -1.98125], [-3.42466, -2.77902, -2.47855], [-1.19455, -2.28341, -1.60711], [-1.68800, -1.06897, -2.77600], [-0.30850, -1.87909, 1.81647], [-1.08947, -2.72090, 0.42730], [5.10325, -1.99041, -2.09434], [7.37971, -1.08362, -0.92804], [6.43273, 0.79071, 2.19987], [7.87993, -0.00524, 1.55123], [6.85415, -0.83140, 2.73756], [-2.88369, 0.74764, -2.05088], [-0.10098, 1.77644, -0.09221], [1.07768, 3.00292, -2.50039], [3.24175, 2.08807, -1.93893], [2.17888, 0.72387, -1.58176], [2.09750, 1.35713, 0.79609], [3.80149, 1.54111, 0.38324], [3.59125, 3.90842, 0.09390], [2.48457, 3.65130, 1.44193], [0.61327, 4.08388, 0.06910], [1.77297, 4.75833, -1.06991], [-4.61331, 0.58886, 0.37717], [-4.93692, 2.61556, 2.13474], [-2.52621, 5.38585, 1.16016], [-3.48569, 4.92781, 2.58039], [-1.77531, 4.48100, 2.47399]],
  "nbo_charge": [-0.64, -0.06, -0.56, -0.07, -0.42, -0.24, -0.42, 0.69, -0.64, -0.33, 0.01, -0.05, -0.25, 0.23, 0.19, -0.24, -0.33, 0.31, -0.65, -0.38, -0.24, -0.17, 0.69, -0.63, -0.63, -0.05, -0.41, -0.41, -0.41, -0.42, 0.29, -0.31, -0.31, 0.29, -0.65, -0.41, 0.20, 0.22, 0.22, 0.19, 0.16, 0.18, 0.17, 0.21, 0.22, 0.24, 0.22, 0.26, 0.26, 0.24, 0.23, 0.23, 0.23, 0.23, 0.24, 0.43, 0.24, 0.20, 0.22, 0.21, 0.21, 0.20, 0.21, 0.21, 0.21, 0.22, 0.22, 0.23, 0.23, 0.23],
  "lumo_ev": 0.74,
  "multiplicity": 1,
  "homo_ev": -8.1,
  "gap_ev": 8.88,
  "smiles": "CCOCCCN(C(=O)Cn1nnc(-c2ccc(C)o2)n1)[C@H](C(=O)NC1CCCC1)c1ccc(C)o1"
}

***

Energy relative to the best compared isomer or geometry (same formula, charge and spin)
In order: 1.095; 2.656; 0.181
Unit: eV